[1]
{"formula": "C6H9N2O2", "method": "ωB97M-V/def2-TZVPD", "species": ["C", "C", "C", "C", "N", "N", "H", "H", "H", "H", "H", "H", "C", "C", "O", "O", "H", "H", "H"], "positions_angstrom": [[-0.379, -1.919, -2.627], [-1.615, 0.426, -0.227], [0.215, 0.390, -1.500], [-0.682, -0.691, -1.872], [-0.459, 1.086, -0.536], [-1.727, -0.666, -0.961], [-0.236, 1.927, 0.065], [-2.102, 0.814, 0.678], [1.132, 0.440, -1.835], [-0.425, -2.814, -1.955], [0.657, -1.821, -2.955], [-1.025, -2.180, -3.453], [0.873, 0.032, 2.485], [1.065, 1.628, 2.295], [0.198, 2.171, 1.610], [1.995, 2.053, 3.025], [1.934, -0.315, 2.643], [0.293, -0.432, 1.680], [0.289, -0.131, 3.439]], "e_above_lowest_kj_mol": 147.3, "multiplicity": 1, "fmax_ha_per_bohr": 0.14665, "molar_mass_g_mol": 141.15, "total_charge": -1, "homo_ev": -4.48, "homo_lumo_gap_ev": 8.13}

[2]
{"formula": "C6H9N2O2", "method": "ωB97M-V/def2-TZVPD", "species": ["C", "C", "C", "C", "N", "N", "H", "H", "H", "H", "H", "H", "C", "C", "O", "O", "H", "H", "H"], "positions_angstrom": [[-0.541, -0.561, -3.568], [-2.251, 0.437, -0.593], [-0.134, 0.278, -1.161], [-0.953, -0.020, -2.239], [-1.006, 0.549, -0.141], [-2.265, 0.112, -1.882], [-0.606, 0.795, 0.760], [-3.127, 0.585, 0.017], [0.918, 0.358, -0.943], [-1.384, -1.014, -4.086], [0.288, -1.271, -3.645], [-0.024, 0.205, -4.158], [1.777, -0.247, 3.661], [1.244, 0.246, 2.320], [0.805, -0.676, 1.564], [1.265, 1.461, 2.021], [1.507, -1.248, 3.970], [1.638, 0.540, 4.413], [2.849, -0.528, 3.689]], "e_above_lowest_kj_mol": 88.7, "multiplicity": 1, "fmax_ha_per_bohr": 0.03856, "molar_mass_g_mol": 141.15, "total_charge": -1, "homo_ev": -4.48, "homo_lumo_gap_ev": 8.33}

[3]
{"formula": "C6H9N2O2", "method": "ωB97M-V/def2-TZVPD", "species": ["C", "C", "C", "C", "N", "N", "H", "H", "H", "H", "H", "H", "C", "C", "O", "O", "H", "H", "H"], "positions_angstrom": [[0.500, -1.440, 3.418], [-0.935, -1.079, 0.148], [0.225, -1.245, 1.948], [1.102, -1.412, 0.897], [-1.020, -1.027, 1.455], [0.377, -1.190, -0.246], [-1.741, -0.905, -0.533], [0.584, -1.368, -1.220], [2.157, -1.347, 1.120], [0.106, -2.392, 3.705], [0.110, -0.576, 3.963], [1.588, -1.346, 3.524], [-0.397, 2.707, -2.338], [-0.468, 1.327, -2.918], [-0.425, 1.285, -4.175], [-0.785, 0.404, -2.128], [0.354, 3.412, -2.773], [-0.071, 2.843, -1.303], [-1.261, 3.348, -2.545]], "e_above_lowest_kj_mol": 132.4, "multiplicity": 1, "fmax_ha_per_bohr": 0.06975, "molar_mass_g_mol": 141.15, "total_charge": -1, "homo_ev": -4.21, "homo_lumo_gap_ev": 7.71}

[4]
{"formula": "C6H9N2O2", "method": "ωB97M-V/def2-TZVPD", "species": ["C", "C", "O", "O", "H", "H", "H", "C", "C", "C", "C", "N", "N", "H", "H", "H", "H", "H", "H"], "positions_angstrom": [[3.913, -1.656, -0.415], [2.879, -0.673, 0.139], [1.779, -1.199, 0.524], [3.215, 0.503, 0.309], [4.881, -1.297, -0.059], [3.936, -1.604, -1.507], [3.873, -2.704, -0.114], [-3.674, 1.379, -0.697], [-1.169, 0.426, 1.598], [-1.238, 0.408, -0.555], [-2.447, 0.807, -0.071], [-0.394, 0.236, 0.511], [-2.376, 0.845, 1.312], [0.465, -0.406, 0.534], [-0.782, 0.239, 2.588], [-0.852, 0.131, -1.528], [-3.606, 2.458, -0.622], [-4.580, 1.029, -0.208], [-3.825, 1.077, -1.740]], "e_above_lowest_kj_mol": 35.6, "multiplicity": 1, "fmax_ha_per_bohr": 0.03214, "molar_mass_g_mol": 141.15, "total_charge": -1, "homo_ev": -4.90, "homo_lumo_gap_ev": 8.66}

[5]
{"formula": "C6H9N2O2", "method": "ωB97M-V/def2-TZVPD", "species": ["C", "C", "C", "C", "C", "C", "N", "N", "O", "O", "H", "H", "H", "H", "H", "H", "H", "H", "H"], "positions_angstrom": [[1.211, -1.603, 0.051], [1.941, 0.503, 0.120], [-0.876, 0.839, 0.830], [-1.364, -0.622, 0.908], [0.148, -1.016, -0.972], [0.345, 0.391, -1.211], [1.933, -0.747, 0.661], [-0.644, 1.292, -0.528], [2.727, 1.362, 0.167], [-1.092, -1.310, -0.310], [1.426, -2.580, 0.392], [-1.696, 1.572, 1.389], [0.005, 0.842, 1.411], [-0.817, -0.982, 1.752], [-2.442, -0.796, 1.002], [0.282, -1.579, -1.939], [0.712, 0.761, -2.180], [-1.501, 1.404, -1.027], [-0.296, 2.269, -0.518]], "e_above_lowest_kj_mol": 403.4, "multiplicity": 1, "fmax_ha_per_bohr": 0.09803, "molar_mass_g_mol": 141.15, "total_charge": 1, "homo_ev": -13.73, "homo_lumo_gap_ev": 9.40}

[6]
{"formula": "C6H9N2O2", "method": "ωB97M-V/def2-TZVPD", "species": ["C", "C", "C", "C", "C", "C", "N", "N", "O", "O", "H", "H", "H", "H", "H", "H", "H", "H", "H"], "positions_angstrom": [[-0.398, -1.390, -0.174], [0.935, -1.047, -0.488], [-1.310, -0.370, -0.016], [1.729, -0.429, 0.485], [3.142, 0.039, 0.219], [-3.541, 0.528, 0.093], [-0.800, 0.942, 0.021], [0.315, 1.307, -0.139], [1.083, 2.140, -0.341], [-2.606, -0.603, 0.105], [-0.623, -2.473, -0.526], [1.313, -1.468, -1.479], [1.457, -0.357, 1.570], [3.415, -0.154, -0.874], [4.039, -0.354, 0.812], [3.191, 1.160, 0.438], [-3.318, 1.344, 0.721], [-4.424, 0.144, 0.524], [-3.596, 1.043, -0.951]], "s_squared": 2.013, "e_above_lowest_kj_mol": 448.4, "multiplicity": 3, "fmax_ha_per_bohr": 0.11935, "molar_mass_g_mol": 141.15, "total_charge": 1, "homo_ev": [-12.12, -14.63], "homo_lumo_gap_ev": [7.09, 7.28]}

[7]
{"formula": "C6H9N2O2S", "method": "ωB97M-V/def2-TZVPD", "species": ["C", "S", "O", "O", "N", "N", "C", "C", "C", "C", "C", "H", "H", "H", "H", "H", "H", "H", "H", "H"], "positions_angstrom": [[-3.025, -0.279, 0.684], [-1.464, 0.443, 1.306], [-0.904, -0.514, 2.226], [-2.073, 1.702, 1.969], [-0.458, 1.017, 0.272], [0.558, 0.276, -0.233], [1.406, 1.093, -0.909], [2.410, 0.556, -1.667], [2.778, -0.810, -1.459], [1.893, -1.576, -0.672], [0.775, -1.022, -0.073], [-3.768, -0.317, 1.449], [-3.408, 0.238, -0.162], [-2.776, -1.290, 0.410], [-1.676, 2.617, 2.121], [1.231, 2.115, -0.947], [2.939, 1.379, -2.166], [3.575, -1.439, -1.930], [1.861, -2.614, -0.808], [0.126, -1.575, 0.589]], "e_above_lowest_kj_mol": 170.9, "multiplicity": 1, "fmax_ha_per_bohr": 0.05890, "molar_mass_g_mol": 173.22, "total_charge": 1, "smiles": "C[S@](=O)(O)=N[n+]1ccccc1", "homo_ev": -13.58, "homo_lumo_gap_ev": 9.39}

[8]
{"formula": "C6H9N2O4S", "method": "ωB97M-V/def2-TZVPD", "species": ["C", "C", "C", "C", "C", "C", "N", "N", "O", "O", "O", "O", "S", "H", "H", "H", "H", "H", "H", "H", "H", "H"], "positions_angstrom": [[-0.248, -1.696, 0.255], [-1.370, -0.898, -0.162], [0.997, -1.213, 0.223], [4.618, -0.086, 0.088], [-0.880, 0.555, -0.447], [-1.642, 2.655, 0.137], [-2.661, -1.154, -0.148], [5.563, -0.667, -0.251], [-3.013, -2.459, 0.263], [-3.532, -0.359, -0.403], [3.551, 0.315, 0.307], [-1.153, 1.356, 0.565], [1.082, 0.488, -0.394], [-0.358, -2.744, 0.576], [-1.341, 1.054, -1.284], [-1.600, 3.469, 0.816], [-2.611, 2.633, -0.123], [-0.963, 3.051, -0.728], [6.483, -0.914, -0.627], [1.774, -1.775, 0.667], [1.079, 1.148, 0.937], [-3.776, -2.757, -0.266]], "e_above_lowest_kj_mol": 486.1, "multiplicity": 1, "fmax_ha_per_bohr": 0.09219, "molar_mass_g_mol": 205.22, "total_charge": 1, "homo_ev": [-12.60, -12.60], "homo_lumo_gap_ev": [8.53, 8.53]}

[9]
{"formula": "C6H9N2S", "method": "ωB97M-V/def2-TZVPD", "species": ["C", "C", "C", "C", "N", "C", "N", "C", "S", "H", "H", "H", "H", "H", "H", "H", "H", "H"], "positions_angstrom": [[-1.235, -0.842, 1.286], [-0.983, -0.258, -0.208], [-1.060, -1.281, -1.394], [0.359, 0.487, -0.283], [0.611, 1.808, 0.199], [1.924, 1.962, 0.446], [2.793, 1.044, 0.050], [1.932, -0.012, -0.251], [2.544, -1.424, -0.809], [-1.651, 0.046, 1.865], [-0.247, -1.103, 1.742], [-1.876, -1.728, 1.329], [-1.813, 0.492, -0.362], [-0.257, -1.985, -1.321], [-1.220, -0.759, -2.313], [-1.998, -1.884, -1.375], [0.002, 2.347, 0.810], [2.176, 3.090, 0.588]], "e_above_lowest_kj_mol": 0.0, "multiplicity": 1, "fmax_ha_per_bohr": 0.09292, "molar_mass_g_mol": 141.22, "total_charge": -1, "smiles": "CC(C)c1[nH]cnc1[S-]", "homo_ev": [-1.93, -1.93], "homo_lumo_gap_ev": [5.69, 5.69]}

[10]
{"formula": "C6H9N3", "method": "ωB97M-V/def2-TZVPD", "species": ["C", "C", "C", "C", "C", "C", "N", "N", "N", "H", "H", "H", "H", "H", "H", "H", "H", "H"], "positions_angstrom": [[0.997, 2.445, -1.548], [0.342, 3.033, -0.461], [0.519, 1.169, -1.627], [-0.676, -2.442, 1.524], [0.389, -2.451, 0.462], [-0.157, -1.163, 0.973], [-0.471, 2.158, 0.082], [-0.453, 1.075, -0.659], [-1.308, 0.097, -0.366], [1.745, 2.737, -2.227], [0.468, 3.926, -0.074], [0.797, 0.346, -2.180], [-1.628, -2.736, 1.319], [-0.440, -2.806, 2.498], [1.463, -2.608, 0.654], [0.052, -2.745, -0.435], [0.259, -0.426, 1.667], [-1.898, 0.392, 0.398]], "e_above_lowest_kj_mol": 490.0, "multiplicity": 1, "fmax_ha_per_bohr": 0.09507, "molar_mass_g_mol": 123.16, "homo_ev": [-8.09, -8.09], "homo_lumo_gap_ev": [8.36, 8.36]}